[1]
Formula: C6H6O2
Source: the OMol25 dataset
Level of theory: the ωB97M-V functional and the def2-TZVPD basis

The geometry in ORCA input format:
```
! wB97M-V def2-TZVPD RIJCOSX def2/J DEFGRID3
* xyz 0 1
C -1.51634 -0.82023 0.19285
C 2.09843 1.19574 -0.65279
C -0.10226 -0.39733 -0.05135
C 1.20938 0.64195 -1.71614
C -1.81091 -0.99333 1.59845
C -2.05577 -1.15042 2.75686
O -0.02489 0.17613 -1.24773
O 1.42672 0.59114 -2.89313
H -1.56644 -1.80470 -0.29403
H -2.26092 -0.17974 -0.29282
H 3.10197 1.34194 -1.05639
H 1.68848 2.16097 -0.31346
H 2.09148 0.50324 0.20215
H -2.27894 -1.26537 3.76753
*
```

Its largest force on an atom is 1.46 eV/Å. The calculation puts the energy relative to the best compared isomer or geometry (same formula, charge and spin) at 363.3 kJ/mol. The gap between HOMO and LUMO comes out at 9.25 eV.

=====

[2]
Formula: C3H7O3
Source: the OMol25 dataset
Level of theory: the ωB97M-V functional and the def2-TZVPD basis

The geometry in ORCA input format:
```
! wB97M-V def2-TZVPD RIJCOSX def2/J DEFGRID3
* xyz -1 1
O 3.70986 -0.13054 0.92372
C 2.55051 -0.26841 0.53779
O 1.48964 0.24385 1.01382
H 2.40979 -1.00896 -0.29626
H 0.26560 -0.56783 0.67089
C -1.19698 -0.47535 -0.65240
O -0.49911 -1.19036 0.36908
C -1.50548 0.94164 -0.19092
H -0.61269 -0.34958 -1.57262
H -2.06619 -1.12976 -0.73423
H -2.05474 1.58509 -0.87315
H -1.93016 0.87330 0.81344
H -0.56004 1.47692 -0.00915
*
```

Its largest force on an atom is 1.23 eV/Å. The calculation puts the energy relative to the best compared isomer or geometry (same formula, charge and spin) at 79.0 kJ/mol. The gap between HOMO and LUMO comes out at 8.66 eV.

=====

[3]
Formula: BCdH20O12P
Source: the OMol25 dataset
Level of theory: the ωB97M-V functional and the def2-TZVPD basis

The geometry in ORCA input format:
```
! wB97M-V def2-TZVPD RIJCOSX def2/J DEFGRID3
* xyz -2 1
Cd 0.89368 1.55711 0.75953
P 3.49413 1.25583 1.03610
O 4.34643 0.09425 0.48044
O 4.55782 2.33169 1.26159
O 2.35115 1.14408 2.07121
O 2.61258 1.45601 -0.28949
B -0.08569 -0.52962 -0.20186
H 0.07965 -1.64421 -0.43439
H 0.45147 0.01737 -1.05928
H -1.20739 -0.23314 -0.27408
H 0.36524 -0.21103 0.79378
O 1.96447 -3.25093 1.31931
H 1.03144 -3.43906 1.52874
H 2.05166 -2.28615 1.29098
O -2.72798 3.21186 -0.42213
H -3.41264 3.54991 -1.01175
H -2.74153 2.25032 -0.55416
O -1.67874 -0.08553 -2.79616
H -2.50176 0.29589 -2.48108
H -1.14119 -0.22008 -1.97839
O -0.55515 1.37888 2.44893
H -1.24630 0.72182 2.28936
H -0.82150 1.83629 3.25575
O -0.87482 -3.19133 1.21663
H -1.62574 -2.72143 1.58632
H -0.48539 -2.53252 0.57684
O 2.30614 -1.31719 -2.12545
H 1.50834 -1.61678 -1.67915
H 2.39268 -1.89162 -2.89397
O -3.22832 -1.86153 -0.58630
H -3.18668 -1.35956 0.23126
H -2.30236 -1.93249 -0.86618
O -0.07733 2.74362 -0.65512
H 0.48841 3.39200 -1.09798
H -0.99477 3.08730 -0.73984
*
```

Its largest force on an atom is 7.11 eV/Å. The calculation puts the energy relative to the best compared isomer or geometry (same formula, charge and spin) at 0.0 kJ/mol. The gap between HOMO and LUMO comes out at 2.09 eV.

=====

[4]
Formula: C33H30ClCoIN5O8Te
Source: the OMol25 dataset
Level of theory: the ωB97M-V functional and the def2-TZVPD basis

The geometry in ORCA input format:
```
! wB97M-V def2-TZVPD RIJCOSX def2/J DEFGRID3
* xyz -1 4
Co 1.23751 -1.00297 2.04832
N 1.06819 -1.70802 4.15502
N 2.05704 -1.09191 4.95320
C 3.18527 -0.61481 4.25159
O 4.16958 -0.29688 4.89881
O 3.01457 -0.48822 2.98072
H 0.16117 -1.53975 4.57293
H 1.18666 -2.72368 4.10123
H 2.31586 -1.59271 5.79325
C -2.71750 -1.67242 -3.87282
C -1.65959 -1.53042 -2.80980
C -0.30090 -1.59141 -3.10971
C 0.67636 -1.52534 -2.13994
C 2.09936 -1.62290 -2.56499
O 2.92693 -2.30452 -2.00894
C 2.51072 -0.79532 -3.76235
C 1.88045 0.40143 -4.08624
C 2.33917 1.16981 -5.14761
C 3.41902 0.73631 -5.90316
C 4.04918 -0.46149 -5.58645
C 3.60309 -1.21678 -4.51451
C 0.34852 -1.36928 -0.75176
O 1.27566 -1.35517 0.11237
C -1.05017 -1.17538 -0.45613
C -1.99096 -1.30766 -1.48917
C -1.55765 -0.78193 0.86415
N -0.82131 -0.42921 1.85731
C -1.43647 0.01579 3.10048
C -0.60950 1.10666 3.76863
Te -0.82630 3.07412 2.93454
C 0.08846 3.07125 0.97455
C -0.94575 3.64217 0.03895
C -0.87487 3.83691 -1.27911
C 0.27066 3.59457 -2.14915
C 1.44826 3.13335 -1.73681
C 1.80567 2.73239 -0.34828
C -3.04714 -0.81743 1.04263
C -3.84257 0.29301 0.78505
C -5.21281 0.22600 0.99068
C -5.79030 -0.95024 1.45122
C -4.99412 -2.05781 1.70878
C -3.62236 -1.99393 1.50736
H -2.26627 -1.71110 -4.86501
H -3.41707 -0.83372 -3.85842
H -3.30067 -2.58683 -3.74145
H 0.00515 -1.70936 -4.14641
H 1.03573 0.73711 -3.49672
H 1.85138 2.10741 -5.38518
H 3.77210 1.33140 -6.73618
H 4.89357 -0.80057 -6.17326
H 4.09551 -2.13787 -4.23126
H -3.04214 -1.21252 -1.24636
H -1.50758 -0.84919 3.77098
H -2.45646 0.37727 2.95971
H 0.44300 0.85116 3.84972
H -0.98611 1.27599 4.78048
H -1.88073 3.92228 0.50966
H -1.75767 4.24961 -1.75432
H 0.14680 3.83506 -3.19839
H 2.24066 3.01269 -2.46616
H 2.82784 2.35509 -0.33319
H -3.38253 1.20790 0.42782
H -5.83042 1.09267 0.79153
H -6.86002 -1.00265 1.60938
H -5.44069 -2.97654 2.06676
H -2.98783 -2.85181 1.70249
I 1.72980 5.79650 0.64733
C 1.51908 3.69820 0.84689
C 2.38039 3.16456 1.95438
N 2.31518 1.87275 2.10085
N 1.52932 1.07648 1.42430
C 0.81072 1.79616 0.40526
H 3.06363 3.73728 2.55715
H 2.90653 1.31784 2.74455
H 0.20498 1.11725 -0.18505
O 1.42768 -4.80633 1.46195
Cl 0.30858 -4.47791 2.28481
O -0.82725 -5.29859 1.98557
O 0.66547 -4.61898 3.68952
O -0.06671 -3.07489 2.07141
*
```

Its largest force on an atom is 0.14 eV/Å. The calculation puts the energy relative to the best compared isomer or geometry (same formula, charge and spin) at 35.7 kJ/mol. The gap between HOMO and LUMO (alpha / beta) comes out at 6.97 / 6.95 eV. The expectation value of S² is 3.758.

=====

[5]
Formula: C2H3Br2OP
Source: the OMol25 dataset
Level of theory: the ωB97M-V functional and the def2-TZVPD basis

The geometry in ORCA input format:
```
! wB97M-V def2-TZVPD RIJCOSX def2/J DEFGRID3
* xyz 0 1
C -0.32134 -0.32414 0.69792
C 1.11592 -0.52094 -0.28034
O -2.78041 -1.65528 0.90584
P -1.69300 -1.58253 -0.02256
Br 2.45312 0.75584 0.25801
Br 1.78536 -2.36841 -0.02057
H -0.06805 -0.48810 1.80990
H -0.67172 0.69408 0.31131
H 0.93294 -0.40782 -1.29562
*
```

Its largest force on an atom is 4.71 eV/Å. The calculation puts the energy relative to the best compared isomer or geometry (same formula, charge and spin) at 221.1 kJ/mol. The gap between HOMO and LUMO comes out at 8.64 eV.

=====

[6]
Formula: H20O10
Source: the OMol25 dataset
Level of theory: the ωB97M-V functional and the def2-TZVPD basis

The geometry in ORCA input format:
```
! wB97M-V def2-TZVPD RIJCOSX def2/J DEFGRID3
* xyz 0 1
H -0.53182 -0.34828 1.07243
H -0.17346 -1.46836 0.13788
H -2.10348 -0.54883 -2.93219
H -1.53953 -1.93588 -2.98354
H 0.30577 0.26982 2.82516
H 0.06439 1.51408 3.40618
H -0.80870 2.86078 0.26982
H -1.19607 3.19687 1.73750
H 2.99619 -0.85386 -0.99943
H 4.42566 -1.34435 -0.86141
H -2.49218 0.43957 -1.31647
H -1.87825 1.61567 -1.73520
H 1.07166 -4.77096 -0.84344
H 1.47890 -5.31717 0.36755
H 2.81836 1.64502 1.35083
H 3.28656 2.39331 0.17608
H 0.52363 1.46811 -2.84844
H 1.48552 1.44275 -1.66258
H -3.52731 0.40913 2.23287
H -3.86100 -0.26342 3.56564
O -0.92454 -0.92753 0.42422
O -1.68354 -1.20979 -3.55256
O 0.61149 1.11537 2.70625
O -1.16884 2.49064 1.12768
O 3.53777 -1.62288 -0.61564
O -2.70665 1.09057 -1.94907
O 1.69372 -4.55077 -0.11927
O 3.35093 1.59515 0.55155
O 0.91995 2.02535 -2.16509
O -3.97513 -0.41010 2.63269
*
```

Its largest force on an atom is 5.32 eV/Å. The calculation puts the energy relative to the best compared isomer or geometry (same formula, charge and spin) at 413.1 kJ/mol. The gap between HOMO and LUMO comes out at 10.96 eV. As for the SMILES: O.O.O.O.O.O.O.O.O.O.